--- one ---
Entry from the Open Molecules 2025 dataset: a cluster of 2 separate species, C11H18 in total (ωB97M-V/def2-TZVPD).

The geometry in XYZ format:
```
29
Properties=species:S:1:pos:R:3:lowdin_charge:R:1
C 1.93 -2.52 1.09 -0.061
C 0.97 -2.33 -0.03 -0.294
C 1.24 -1.45 -1.06 -0.065
C 0.38 -1.28 -2.12 -0.088
C -0.77 -2.07 -2.18 -0.106
C -1.10 -2.92 -1.14 -0.090
C -0.23 -3.05 -0.07 -0.054
H 2.83 -1.91 1.00 0.076
H 2.29 -3.56 1.12 0.084
H 1.40 -2.63 2.05 0.082
H 2.13 -0.83 -0.97 0.107
H 0.40 -0.52 -2.88 0.101
H -1.56 -1.73 -2.83 0.099
H -2.05 -3.41 -1.07 0.098
H -0.42 -3.66 0.81 0.110
C 0.57 1.85 1.28 -0.084
C -0.73 2.08 0.49 -0.470
C -1.76 2.82 1.35 -0.094
C -0.40 2.75 -0.85 -0.084
H 1.45 2.09 0.71 0.060
H 0.73 0.85 1.69 0.066
H 0.58 2.42 2.21 0.070
H -1.20 1.12 0.31 0.110
H -1.28 3.76 1.64 0.078
H -2.65 3.08 0.79 0.072
H -2.03 2.26 2.23 0.070
H -0.36 3.84 -0.73 0.079
H 0.62 2.49 -1.13 0.058
H -1.01 2.46 -1.70 0.071
```

Summary:
Orbital gap ... 9.9 eV
HOMO ... -8.935 eV
M ... 150.27 g/mol
E_LUMO ... 0.9 eV
Structure (SMILES) ... Cc1ccccc1.CC(C)C
Total charge ... 0

--- two ---
Entry from the Open Molecules 2025 dataset: a cluster of 2 separate species, C11H18 in total (ωB97M-V/def2-TZVPD).

The geometry in XYZ format:
```
29
Properties=species:S:1:pos:R:3:lowdin_charge:R:1
C 4.10 -2.10 0.93 -0.058
C 2.92 -1.50 0.22 -0.283
C 2.99 -0.27 -0.42 -0.055
C 1.88 0.29 -1.05 -0.089
C 0.70 -0.43 -1.13 -0.116
C 0.62 -1.67 -0.50 -0.087
C 1.74 -2.22 0.10 -0.053
H 4.69 -2.73 0.25 0.085
H 3.82 -2.70 1.79 0.075
H 4.81 -1.34 1.25 0.073
H 3.93 0.26 -0.53 0.109
H 2.06 1.17 -1.66 0.104
H -0.15 -0.06 -1.69 0.092
H -0.32 -2.19 -0.39 0.101
H 1.62 -3.16 0.63 0.109
C -2.53 1.92 -1.18 -0.107
C -2.43 0.94 -0.04 -0.493
C -1.36 1.37 0.97 -0.090
C -3.73 0.87 0.78 -0.097
H -3.23 1.64 -1.97 0.075
H -1.58 2.09 -1.71 0.071
H -2.89 2.91 -0.89 0.079
H -2.23 -0.06 -0.45 0.115
H -1.51 2.42 1.19 0.079
H -1.45 0.79 1.90 0.080
H -0.32 1.25 0.67 0.053
H -4.62 0.81 0.14 0.075
H -3.68 -0.03 1.39 0.074
H -3.86 1.73 1.44 0.080
```

Summary:
Orbital gap ... 10.0 eV
HOMO ... -9.017 eV
M ... 150.27 g/mol
E_LUMO ... 1.0 eV
Structure (SMILES) ... Cc1ccccc1.CC(C)C
Total charge ... 0

--- three ---
Entry from the Open Molecules 2025 dataset: a cluster of 2 separate species, C11H18 in total (ωB97M-V/def2-TZVPD).

The geometry in XYZ format:
```
29
Properties=species:S:1:pos:R:3:lowdin_charge:R:1
C -0.30 -4.06 0.20 -0.078
C -0.69 -2.66 -0.06 -0.282
C -0.02 -1.73 -0.85 -0.063
C -0.63 -0.54 -1.12 -0.148
C -1.98 -0.33 -0.96 -0.108
C -2.68 -1.30 -0.28 -0.110
C -2.02 -2.34 0.35 -0.053
H -1.02 -4.53 0.89 0.077
H 0.65 -4.18 0.75 0.076
H -0.06 -4.65 -0.76 0.113
H 1.05 -1.73 -1.24 0.141
H -0.12 0.35 -1.59 0.100
H -2.60 0.46 -1.43 0.121
H -3.78 -1.42 -0.28 0.118
H -2.50 -3.01 1.05 0.102
C 2.26 2.83 -0.34 -0.137
C 1.08 2.05 0.15 -0.493
C 1.30 0.99 1.22 -0.087
C -0.13 3.09 0.47 -0.052
H 2.59 3.66 0.37 0.093
H 2.12 3.21 -1.42 0.106
H 3.23 2.35 -0.34 0.055
H 0.63 1.63 -0.84 0.096
H 1.84 1.31 2.14 0.087
H 0.44 0.35 1.31 0.063
H 2.20 0.40 0.91 0.082
H 0.17 3.97 -0.12 0.069
H -1.00 2.51 0.28 0.046
H -0.03 3.31 1.53 0.067
```

Summary:
Orbital gap ... 9.8 eV
HOMO ... -8.916 eV
M ... 150.27 g/mol
E_LUMO ... 0.9 eV
Structure (SMILES) ... Cc1ccccc1.CC(C)C
Total charge ... 0

Verdict on stability: two comes out on top.

--- one ---
Entry from the Open Molecules 2025 dataset: the molecule C3H4Cl2 (ωB97M-V/def2-TZVPD).

The geometry in XYZ format:
```
9
Properties=species:S:1:pos:R:3:lowdin_charge:R:1
C -1.91 1.25 -0.01 -0.152
C -0.67 0.42 0.08 -0.832
Cl -0.90 -1.33 -0.01 0.624
C 0.53 1.05 0.03 -0.542
Cl 1.95 -0.02 0.00 0.514
H -1.62 2.22 -0.48 0.074
H -2.35 1.39 1.08 0.126
H -2.58 0.74 -0.77 0.084
H 0.84 2.14 -0.19 0.105
```

Summary:
Orbital gap ... 10.2 eV
HOMO ... -9.333 eV
M ... 110.97 g/mol
E_LUMO ... 0.8 eV
Structure (SMILES) ... C/C(Cl)=C/Cl
Total charge ... 0

--- two ---
Entry from the Open Molecules 2025 dataset: the molecule C3H4Cl2 (ωB97M-V/def2-TZVPD).

The geometry in XYZ format:
```
9
Properties=species:S:1:pos:R:3:lowdin_charge:R:1
Cl 0.53 1.47 1.86 0.628
C 0.31 0.79 0.29 -0.675
C -0.76 -0.17 -0.20 -0.284
C 0.46 -0.71 -0.12 -0.656
Cl 1.15 -1.08 -1.79 0.557
H 0.60 1.53 -0.27 0.010
H -1.65 -0.67 0.54 0.186
H -1.30 0.13 -1.11 0.111
H 0.66 -1.29 0.78 0.122
```

Summary:
Orbital gap ... 10.7 eV
HOMO ... -9.815 eV
M ... 110.97 g/mol
E_LUMO ... 0.9 eV
Structure (SMILES) ... Cl[C@@H]1C[C@H]1Cl
Total charge ... 0

Verdict on stability: one comes out on top.

--- one ---
Entry from the Open Molecules 2025 dataset: a structure of composition C26H28N6O2S3Tc (ωB97M-V/def2-TZVPD).

The geometry in XYZ format:
```
66
Properties=species:S:1:pos:R:3:lowdin_charge:R:1
Tc -0.67 1.18 0.80 1.466
C 4.64 1.85 2.45 -0.339
S 3.20 1.65 3.52 0.929
C 1.90 1.82 2.41 -1.066
S 0.32 1.36 3.00 0.693
N 2.09 2.30 1.22 -0.043
N 1.01 2.31 0.42 -0.179
C 1.08 2.93 -0.72 -0.014
C -0.05 2.77 -1.59 -0.266
C -0.15 3.37 -2.84 0.035
C -1.24 3.09 -3.63 0.007
C -2.20 2.21 -3.16 -0.003
C -2.05 1.66 -1.91 -0.082
N -1.01 1.94 -1.12 -0.056
H 5.48 2.13 3.09 0.049
H 4.45 2.63 1.72 0.035
H 4.85 0.90 1.97 0.044
H 1.97 3.48 -1.00 0.157
H 0.64 4.04 -3.17 0.136
H -1.34 3.54 -4.61 0.132
H -3.06 1.94 -3.77 0.127
H -2.79 0.96 -1.52 0.125
C -4.10 -1.06 2.24 0.017
C -3.14 -0.02 1.79 -0.207
N -1.95 -0.30 1.33 -0.123
N -1.51 -1.57 1.31 0.101
C -0.23 -1.63 1.00 -0.387
O 0.42 -0.54 0.69 -0.267
C 0.45 -2.92 1.09 -0.167
C 1.85 -2.99 1.09 -0.044
C 2.47 -4.21 1.24 -0.053
C 1.72 -5.36 1.44 -0.044
C 0.33 -5.30 1.43 -0.048
C -0.30 -4.09 1.24 -0.012
C -3.41 1.41 1.84 -0.198
C -4.59 1.94 2.35 0.038
C -4.73 3.32 2.43 0.006
C -3.70 4.13 1.98 0.001
C -2.56 3.53 1.46 -0.086
N -2.41 2.21 1.40 -0.063
H -3.60 -2.02 2.28 0.082
H -4.94 -1.14 1.54 0.115
H -4.50 -0.82 3.22 0.105
H 2.42 -2.08 1.00 0.098
H 3.55 -4.27 1.24 0.114
H 2.22 -6.31 1.60 0.118
H -0.25 -6.19 1.58 0.116
H -1.38 -4.03 1.21 0.112
H -5.38 1.29 2.69 0.130
H -5.63 3.75 2.84 0.133
H -3.78 5.20 2.02 0.129
H -1.74 4.13 1.09 0.125
O 1.02 0.32 -1.82 -0.546
S 1.81 -0.91 -1.52 0.971
C 3.29 -0.84 -2.63 -0.278
C 3.27 -2.15 -3.42 -0.231
C 1.81 -2.38 -3.78 -0.227
C 1.04 -2.28 -2.47 -0.279
H 4.18 -0.71 -2.03 0.089
H 3.12 0.03 -3.26 0.097
H 3.62 -2.97 -2.79 0.120
H 3.91 -2.09 -4.29 0.124
H 1.66 -3.35 -4.26 0.123
H 1.47 -1.61 -4.48 0.120
H 1.16 -3.18 -1.86 0.088
H -0.02 -2.05 -2.58 0.098
```

Summary:
Orbital gap (alpha / beta) ... 5.3 / 5.6 eV
HOMO (alpha / beta) ... -13.545 / -13.559 eV
M ... 650.75 g/mol
E_LUMO (alpha / beta) ... -8.2 / -8.0 eV
Total charge ... +2
Spin multiplicity ... 2

--- two ---
Entry from the Open Molecules 2025 dataset: a structure of composition C26H28N6O2S3Tc (ωB97M-V/def2-TZVPD).

The geometry in XYZ format:
```
66
Properties=species:S:1:pos:R:3:lowdin_charge:R:1
Tc 0.17 -0.61 1.30 1.427
C -1.07 -5.67 2.03 -0.401
S -2.34 -4.48 2.50 0.949
C -1.58 -2.95 2.26 -1.012
S 0.13 -2.85 1.83 0.728
N -2.34 -1.92 2.50 -0.042
N -1.64 -0.74 2.32 -0.169
C -2.20 0.34 2.72 0.002
C -1.37 1.54 2.61 -0.234
C -1.77 2.79 3.01 0.033
C -0.89 3.85 2.85 0.007
C 0.36 3.62 2.31 -0.006
C 0.71 2.33 1.94 -0.097
N -0.14 1.31 2.09 -0.070
H -1.57 -6.63 2.05 0.050
H -0.25 -5.68 2.74 0.040
H -0.72 -5.48 1.01 0.035
H -3.19 0.33 3.16 0.154
H -2.76 2.93 3.43 0.137
H -1.18 4.85 3.14 0.132
H 1.08 4.42 2.17 0.127
H 1.67 2.10 1.51 0.126
C 4.13 -0.74 -0.52 0.017
C 2.95 -0.66 0.37 -0.218
N 1.72 -0.77 -0.04 -0.096
N 1.44 -1.08 -1.35 0.137
C 0.16 -1.29 -1.42 -0.410
O -0.64 -1.14 -0.37 -0.254
C -0.49 -1.70 -2.67 -0.175
C -1.84 -2.04 -2.64 -0.024
C -2.48 -2.45 -3.80 -0.053
C -1.76 -2.52 -4.98 -0.046
C -0.41 -2.19 -5.01 -0.049
C 0.23 -1.78 -3.86 -0.012
C 3.05 -0.49 1.82 -0.200
C 4.25 -0.42 2.51 0.035
C 4.24 -0.31 3.89 0.005
C 3.03 -0.28 4.56 0.000
C 1.86 -0.35 3.82 -0.091
N 1.87 -0.45 2.49 -0.095
H 3.85 -1.13 -1.49 0.085
H 4.91 -1.37 -0.09 0.099
H 4.55 0.26 -0.66 0.114
H -2.39 -1.98 -1.70 0.119
H -3.52 -2.72 -3.78 0.115
H -2.25 -2.84 -5.89 0.117
H 0.14 -2.25 -5.94 0.116
H 1.28 -1.52 -3.87 0.117
H 5.18 -0.46 1.96 0.129
H 5.17 -0.26 4.44 0.133
H 2.98 -0.20 5.63 0.130
H 0.89 -0.33 4.30 0.125
O -0.69 1.62 -0.45 -0.578
S -0.49 1.90 -1.94 0.980
C -2.10 1.76 -2.74 -0.308
C -2.19 2.94 -3.69 -0.221
C -1.72 4.15 -2.88 -0.214
C -0.44 3.70 -2.16 -0.297
H -2.83 1.82 -1.93 0.109
H -2.17 0.78 -3.22 0.080
H -3.20 3.07 -4.07 0.125
H -1.54 2.78 -4.55 0.122
H -2.48 4.42 -2.15 0.119
H -1.53 5.02 -3.50 0.121
H -0.33 4.10 -1.15 0.085
H 0.46 3.93 -2.73 0.092
```

Summary:
Orbital gap (alpha / beta) ... 6.3 / 6.1 eV
HOMO (alpha / beta) ... -13.807 / -13.806 eV
M ... 650.75 g/mol
E_LUMO (alpha / beta) ... -7.5 / -7.7 eV
Total charge ... +2
Spin multiplicity ... 2

Verdict on stability: two comes out on top.

--- one ---
Entry from the Open Molecules 2025 dataset: the ion C2H2NOS2 with charge -1 (ωB97M-V/def2-TZVPD).

The geometry in XYZ format:
```
8
Properties=species:S:1:pos:R:3:lowdin_charge:R:1
N 0.73 0.58 0.37 0.004
C 0.27 -0.64 0.14 -1.025
S 0.79 -1.88 1.05 0.537
C -1.02 -0.34 -0.67 -1.017
O -2.00 0.37 0.07 -0.285
S -0.61 -0.10 -2.16 0.595
H 0.55 1.46 -0.07 0.085
H 1.31 0.56 1.28 0.108
```

Summary:
Orbital gap ... 7.5 eV
HOMO ... -3.894 eV
M ... 120.18 g/mol
E_LUMO ... 3.6 eV
Structure (SMILES) ... NC(=S)C([O-])=S
Total charge ... -1

--- two ---
Entry from the Open Molecules 2025 dataset: the ion C2H2NOS2 with charge -1 (ωB97M-V/def2-TZVPD).

The geometry in XYZ format:
```
8
Properties=species:S:1:pos:R:3:lowdin_charge:R:1
O 2.77 0.10 0.54 -0.040
C 1.75 0.07 -0.11 -0.460
N 0.55 -0.27 0.32 -0.033
C -0.67 0.02 0.14 -1.210
S -1.45 1.64 -0.12 0.209
S -1.86 -1.30 0.31 0.609
H 1.79 0.21 -1.23 0.124
H -2.89 -0.47 0.16 -0.199
```

Summary:
Orbital gap ... 7.3 eV
HOMO ... -3.931 eV
M ... 120.18 g/mol
E_LUMO ... 3.3 eV
Structure (SMILES) ... [O-]/C=N/C(=S)S
Total charge ... -1

Verdict on stability: two comes out on top.

--- one ---
Entry from the Open Molecules 2025 dataset: a cluster of 2 separate species, C10H15N4 in total (ωB97M-V/def2-TZVPD).

The geometry in XYZ format:
```
29
Properties=species:S:1:pos:R:3:lowdin_charge:R:1
C -1.81 -1.10 1.65 -0.023
C -3.18 -0.92 -0.33 -0.019
C -0.78 -0.42 1.06 -0.050
C -2.15 -0.26 -0.94 -0.045
C -3.11 -1.24 1.04 -0.263
C -1.00 0.03 -0.23 -0.232
C 2.29 0.45 -0.23 -0.070
C -4.18 -1.81 1.83 -0.080
C 4.30 2.10 0.02 -0.025
C 3.07 1.51 -0.83 -0.172
N 0.21 1.27 -3.24 0.251
N -0.12 0.91 -2.22 -0.189
N 2.33 -0.81 -0.75 0.178
N -0.01 0.64 -1.06 0.055
H -1.62 -1.54 2.61 0.118
H -4.07 -1.12 -0.91 0.120
H 0.16 -0.31 1.57 0.092
H -2.30 0.01 -1.99 0.121
H -4.59 -1.06 2.61 0.116
H -5.19 -2.04 1.21 0.131
H -3.95 -2.77 2.32 0.083
H 5.16 1.52 -0.17 0.064
H 4.49 3.08 -0.29 0.052
H 4.14 2.20 1.12 0.107
H 2.49 2.47 -0.82 0.150
H 3.40 1.20 -1.81 0.114
H 1.97 0.44 0.82 0.133
H 2.22 -0.87 -1.79 0.156
H 1.83 -1.54 -0.24 0.128
```

Summary:
Orbital gap ... 6.8 eV
HOMO ... -11.601 eV
M ... 191.26 g/mol
E_LUMO ... -4.8 eV
Total charge ... +1

--- two ---
Entry from the Open Molecules 2025 dataset: a structure of composition C10H15N4 (ωB97M-V/def2-TZVPD).

The geometry in XYZ format:
```
29
Properties=species:S:1:pos:R:3:lowdin_charge:R:1
C -1.03 -2.36 -0.09 -0.007
C -1.14 -1.26 -2.26 -0.007
C 0.16 -1.77 0.10 -0.119
C 0.06 -0.70 -1.98 -0.111
C -1.75 -2.19 -1.33 -0.315
C 0.87 1.15 0.61 -0.365
C -2.90 -2.84 -1.61 0.115
C -1.02 2.07 1.59 -0.104
C 0.23 2.79 2.13 -0.107
C 3.03 0.31 -0.17 -0.047
N -0.47 1.18 0.59 0.114
N 1.32 2.04 1.52 0.113
N 1.61 0.41 -0.16 0.035
N 0.77 -1.03 -0.87 0.046
H -1.43 -3.04 0.65 0.123
H -1.61 -1.09 -3.22 0.124
H 0.75 -1.94 0.99 0.131
H 0.56 -0.04 -2.68 0.130
H -3.42 -2.71 -2.54 0.073
H -3.34 -3.52 -0.89 0.073
H -1.53 1.50 2.37 0.128
H -1.73 2.76 1.14 0.128
H 0.27 3.84 1.82 0.128
H 0.31 2.75 3.21 0.127
H 3.44 0.04 0.81 0.098
H 3.30 -0.46 -0.89 0.099
H 3.47 1.25 -0.51 0.100
H 2.28 2.31 1.63 0.156
H -1.05 0.56 0.05 0.139
```

Summary:
Orbital gap (alpha / beta) ... 7.0 / 6.7 eV
HOMO (alpha / beta) ... -11.125 / -11.050 eV
M ... 191.26 g/mol
E_LUMO (alpha / beta) ... -4.1 / -4.3 eV
Total charge ... +1

Verdict on stability: two comes out on top.

--- one ---
Entry from the Open Molecules 2025 dataset: the ion C7H9N2O2 with charge +1 (ωB97M-V/def2-TZVPD).

The geometry in XYZ format:
```
20
Properties=species:S:1:pos:R:3:lowdin_charge:R:1
N 1.35 1.98 -0.65 0.274
C 0.35 1.20 0.46 -0.298
O 1.22 0.52 1.19 0.017
C 1.13 -0.88 0.95 -0.034
C 1.22 -1.26 -0.52 -0.001
C -0.20 -0.97 -0.14 -0.248
C -1.38 -1.75 -0.09 0.078
C -2.40 -0.86 0.07 0.052
C -2.00 0.50 0.04 -0.408
O -2.55 1.57 0.03 0.143
N -0.60 0.40 -0.11 0.064
H 1.99 2.47 -0.01 0.168
H 0.57 2.41 -1.19 0.183
H 1.79 1.13 -0.99 0.108
H -0.17 2.03 1.06 0.209
H 1.43 -1.53 1.76 0.157
H 1.81 -0.65 -1.15 0.088
H 1.50 -2.38 -0.60 0.174
H -1.57 -2.74 -0.17 0.107
H -3.49 -1.19 0.06 0.166
```

Summary:
Orbital gap ... 9.1 eV
HOMO ... -13.043 eV
M ... 153.16 g/mol
E_LUMO ... -4.0 eV
Structure (SMILES) ... [NH3+][C@@H]1O[C@@H]2C[C@@]23C=CC(=O)N13
Total charge ... +1

--- two ---
Entry from the Open Molecules 2025 dataset: a cluster of 2 separate species, C7H9N2O2 in total (ωB97M-V/def2-TZVPD).

The geometry in XYZ format:
```
20
Properties=species:S:1:pos:R:3:lowdin_charge:R:1
C 1.46 2.77 0.60 -0.009
C 1.73 2.02 -0.43 0.001
C 0.93 1.97 1.69 -0.123
C 0.69 0.62 1.09 -0.131
C 1.18 0.75 -0.22 -0.216
C 0.02 -0.35 1.72 -0.007
C -2.11 -2.08 -0.20 -0.386
N 1.06 -0.22 -1.14 0.234
N -3.23 -2.38 -0.83 0.143
O -0.68 -1.11 2.23 0.265
O -1.04 -1.89 -0.75 -0.018
H 1.69 3.87 0.60 0.164
H 2.01 2.25 -1.43 0.132
H 1.61 2.14 2.59 0.170
H -2.32 -1.97 0.95 0.153
H 1.54 -0.23 -1.97 0.099
H 0.43 -1.07 -0.91 0.111
H -0.06 2.21 2.16 0.157
H -3.40 -2.51 -1.83 0.131
H -4.08 -2.71 -0.35 0.130
```

Summary:
Orbital gap ... 9.2 eV
HOMO ... -13.469 eV
M ... 153.16 g/mol
E_LUMO ... -4.3 eV
Total charge ... +1

Verdict on stability: two comes out on top.